{
  "formula": "C4H9O3",
  "method": "ωB97M-V with the def2-TZVPD basis set",
  "species": ["C", "C", "C", "O", "O", "H", "H", "H", "H", "H", "C", "O", "H", "H", "H", "H"],
  "xyz": [[0.64374, 0.77787, 1.32758], [-0.07014, -0.08212, 2.36159], [1.16392, 0.04798, 0.06887], [1.46029, -1.16506, 0.18161], [1.24523, 0.76980, -0.96420], [-0.02707, 1.55616, 0.97358], [1.50094, 1.26380, 1.79240], [-0.49517, -0.99922, 1.92846], [-0.90432, 0.44754, 2.82434], [0.56076, -0.46881, 3.17471], [-2.14917, -0.64095, -1.86848], [-1.69721, 0.43113, -1.03712], [-1.04631, 0.96885, -1.52132], [-3.16044, -0.88241, -1.55399], [-2.11546, -0.34969, -2.90641], [-1.47573, -1.48327, -1.72490]],
  "atomic_forces_ev_per_a": [[-0.124, -0.158, 0.047], [-0.284, -0.903, 0.275], [0.071, -0.288, -0.329], [-0.108, 0.364, 0.037], [-0.013, -0.089, 0.128], [-0.001, 0.144, -0.002], [0.133, 0.186, -0.020], [0.114, 0.338, -0.231], [0.007, 0.166, 0.101], [0.124, 0.312, -0.199], [0.867, 0.676, 0.842], [-0.551, 0.334, -0.445], [0.214, -0.589, 0.489], [-0.118, -0.154, -0.114], [-0.249, -0.006, -0.526], [-0.082, -0.332, -0.052]],
  "nbo_charge": [-0.5223, -0.6044, 0.7732, -0.7859, -0.8278, 0.2019, 0.1907, 0.2184, 0.1770, 0.1838, -0.2443, -0.7447, 0.4955, 0.1568, 0.1518, 0.1802],
  "e_tot_ev": -10437.53094,
  "homo_energy_ev": -3.921,
  "e_lumo_ev": 3.90,
  "molar_mass_g_mol": 105.11,
  "total_charge": -1,
  "de_lowest_kj_mol": 90.17,
  "orbital_gap_ev": 7.826
}

***

{
  "formula": "C2H7N2",
  "method": "ωB97M-V with the def2-TZVPD basis set",
  "species": ["C", "N", "C", "N", "H", "H", "H", "H", "H", "H", "H"],
  "xyz": [[-1.59241, 0.09298, -0.45055], [-0.47513, -0.64615, 0.02203], [0.51208, 0.01998, 0.74492], [1.51567, 0.39070, -0.24980], [-2.25120, 0.40516, 0.39235], [-2.15300, -0.62566, -1.03805], [-1.34255, 1.01266, -1.00421], [0.96961, -0.75863, 1.37711], [0.27436, 0.89260, 1.36677], [2.41528, -0.06601, -0.14566], [1.19317, 0.41615, -1.21172]],
  "atomic_forces_ev_per_a": [[-0.302, -1.590, 0.318], [0.483, 1.001, -1.225], [0.587, 0.751, 1.774], [-0.752, -0.747, -0.424], [0.465, 0.189, 0.101], [-0.280, 0.407, -0.387], [0.260, 0.056, 0.265], [-0.011, 0.180, 0.081], [-0.526, -0.152, -0.262], [-0.089, -0.271, -0.201], [0.165, 0.177, -0.040]],
  "nbo_charge": [-0.5534, 0.1205, -0.1773, -0.5875, 0.3178, 0.2590, 0.3006, 0.2837, 0.2096, 0.4207, 0.4062],
  "e_tot_ev": -5156.51219,
  "homo_energy_ev": -16.048,
  "e_lumo_ev": -8.60,
  "molar_mass_g_mol": 59.09,
  "total_charge": 1,
  "de_lowest_kj_mol": 477.96,
  "orbital_gap_ev": 7.444
}

***

{
  "formula": "C20H27FN4O4",
  "method": "ωB97M-V with the def2-TZVPD basis set",
  "species": ["C", "C", "N", "C", "C", "C", "N", "C", "O", "C", "C", "C", "O", "N", "N", "C", "C", "O", "C", "C", "C", "C", "C", "C", "F", "C", "C", "O", "C", "H", "H", "H", "H", "H", "H", "H", "H", "H", "H", "H", "H", "H", "H", "H", "H", "H", "H", "H", "H", "H", "H", "H", "H", "H", "H", "H"],
  "xyz": [[4.50095, -1.14741, 0.79655], [3.06161, -1.63749, 0.88570], [2.09021, -0.58216, 0.61997], [1.79983, 0.31724, 1.73636], [0.49237, -0.04300, 2.45649], [0.50607, 0.40046, 3.91549], [-0.67218, 0.45412, 1.72910], [-0.91867, 1.77855, 1.56105], [-0.37272, 2.66166, 2.20421], [-1.94634, 2.06830, 0.52690], [-2.13213, 1.48100, -0.70705], [-3.22137, 2.18452, -1.23671], [-3.78727, 1.97248, -2.44740], [-3.67308, 3.11352, -0.41693], [-2.87715, 3.03362, 0.66853], [-3.06800, 3.96948, 1.75534], [1.59519, -0.27927, -0.61146], [0.90878, 0.70700, -0.80815], [1.88085, -1.26141, -1.76424], [0.97102, -2.49577, -1.67545], [-0.49549, -2.19343, -1.50019], [-1.11757, -2.41284, -0.27550], [-2.47263, -2.15855, -0.09584], [-3.19561, -1.68222, -1.16930], [-4.50774, -1.43178, -1.00823], [-2.61620, -1.45279, -2.40215], [-1.26350, -1.70950, -2.55846], [1.63822, -0.66228, -3.00616], [2.54218, 0.37987, -3.32338], [5.19677, -1.94864, 1.04824], [4.72589, -0.80011, -0.21310], [4.67641, -0.31798, 1.48232], [2.90654, -2.47064, 0.20559], [2.85548, -2.02646, 1.88607], [2.63085, 0.24509, 2.43958], [1.74665, 1.34457, 1.37873], [0.39737, -1.13283, 2.43392], [1.27162, -0.15511, 4.46018], [0.70940, 1.46502, 3.99871], [-0.46007, 0.19949, 4.37821], [-1.08378, -0.16158, 1.04362], [-1.51976, 0.72936, -1.17184], [-4.51542, 2.59952, -2.53629], [-2.67989, 3.54253, 2.67453], [-2.54097, 4.90250, 1.55646], [-4.13351, 4.16325, 1.84618], [2.92886, -1.59088, -1.72212], [1.13128, -3.05664, -2.59819], [1.30201, -3.13015, -0.85216], [-0.53892, -2.80700, 0.55376], [-2.96634, -2.33048, 0.85136], [-3.21801, -1.05631, -3.20825], [-0.78887, -1.52052, -3.51214], [2.31519, 0.69645, -4.33847], [2.42437, 1.22832, -2.64755], [3.57722, 0.01733, -3.28642]],
  "atomic_forces_ev_per_a": [[0.000, -0.003, 0.001], [-0.018, -0.004, 0.003], [0.016, -0.002, 0.015], [-0.022, 0.002, -0.030], [0.009, -0.004, 0.008], [-0.006, 0.008, -0.005], [0.014, -0.016, 0.013], [-0.002, -0.001, -0.015], [0.002, -0.003, 0.004], [-0.005, -0.002, 0.011], [0.005, 0.009, 0.003], [-0.003, -0.014, 0.002], [0.001, 0.000, -0.003], [0.004, 0.001, 0.003], [0.007, 0.017, -0.017], [-0.002, 0.001, 0.002], [0.001, 0.012, -0.010], [0.001, -0.002, 0.003], [-0.013, -0.011, -0.005], [0.032, 0.012, -0.001], [-0.005, 0.006, -0.012], [-0.004, -0.004, 0.003], [0.003, 0.001, 0.006], [-0.001, -0.001, -0.011], [0.000, 0.001, 0.002], [-0.006, -0.001, 0.004], [0.001, 0.000, 0.007], [-0.004, -0.003, 0.002], [0.001, 0.003, 0.000], [0.000, 0.000, -0.001], [0.002, 0.000, 0.000], [0.001, 0.001, -0.001], [0.004, 0.000, -0.001], [0.003, 0.002, 0.000], [-0.001, 0.004, 0.006], [0.006, 0.002, 0.005], [0.001, -0.001, 0.005], [0.000, -0.004, -0.001], [0.004, -0.001, 0.006], [0.001, 0.000, -0.001], [-0.006, 0.009, -0.007], [-0.002, 0.000, -0.002], [-0.001, 0.002, 0.001], [-0.002, -0.003, 0.004], [-0.003, -0.006, -0.007], [-0.003, 0.001, 0.007], [0.002, 0.007, 0.002], [-0.002, -0.005, 0.002], [-0.014, -0.006, -0.002], [0.001, 0.000, 0.000], [0.000, 0.000, 0.000], [0.002, 0.000, 0.001], [0.001, -0.001, 0.000], [0.001, -0.001, 0.000], [0.000, -0.002, 0.001], [0.000, 0.001, 0.000]],
  "nbo_charge": [-0.6202, -0.2098, -0.4539, -0.2352, -0.0448, -0.6183, -0.6141, 0.6517, -0.6319, 0.1110, -0.3966, 0.4358, -0.6706, -0.3451, -0.1547, -0.3995, 0.6710, -0.6314, 0.0183, -0.4153, -0.0646, -0.2112, -0.3004, 0.4063, -0.3214, -0.2918, -0.1207, -0.5288, -0.2530, 0.2169, 0.2089, 0.2124, 0.2035, 0.2003, 0.2002, 0.2488, 0.1953, 0.2020, 0.2408, 0.2188, 0.4189, 0.2592, 0.4890, 0.2243, 0.2085, 0.2155, 0.1773, 0.2333, 0.2082, 0.2092, 0.2339, 0.2413, 0.2229, 0.1981, 0.1943, 0.1574],
  "e_tot_ev": -38046.64875,
  "homo_energy_ev": -8.323,
  "e_lumo_ev": 0.51,
  "molar_mass_g_mol": 406.46,
  "de_lowest_kj_mol": 19.91,
  "orbital_gap_ev": 8.830
}

***

{
  "formula": "C2H3NOS2",
  "method": "ωB97M-V with the def2-TZVPD basis set",
  "species": ["N", "C", "O", "C", "S", "S", "H", "H", "H"],
  "xyz": [[-1.61371, 0.41270, -0.00902], [-0.60299, -0.48644, -0.00066], [-0.74827, -1.68941, -0.00114], [0.81079, 0.10644, -0.00319], [1.12927, 1.71223, -0.00262], [1.97156, -1.17493, -0.00336], [-1.41713, 1.38736, 0.02006], [-2.56624, 0.08962, 0.00066], [3.03671, -0.35757, -0.00073]],
  "atomic_forces_ev_per_a": [[0.156, -0.640, 0.015], [-0.390, 0.327, -0.042], [0.048, -0.100, 0.006], [0.199, 0.621, 0.023], [-0.165, -0.628, 0.002], [-0.060, -0.042, 0.000], [0.165, 0.518, -0.006], [0.117, -0.095, 0.005], [-0.070, 0.038, -0.003]],
  "nbo_charge": [-0.7967, 0.5923, -0.5807, -0.3909, 0.0207, 0.1999, 0.4137, 0.4107, 0.1311],
  "e_tot_ev": -27330.77700,
  "homo_energy_ev": -9.183,
  "e_lumo_ev": -1.11,
  "molar_mass_g_mol": 121.19,
  "de_lowest_kj_mol": 0.00,
  "orbital_gap_ev": 8.075
}